Entry from the OMol25 dataset: one molecule with the formula C8H15NSi (ωB97M-V with the def2-TZVPD basis set).

Output
Highest occupied orbital energy (alpha / beta) ... -8.21 / -8.22 eV
F_max ... 0.09789 hartree/bohr
Charge ... 0
Electronic energy ... -657.95287 a.u.
Kohn-Sham gap (alpha / beta) ... 8.6 / 8.6 eV

CARTESIAN COORDINATES (ANGSTROEM)
C1 -0.237 0.568 -2.431
C2 0.910 0.522 -1.771
C3 -0.958 -1.658 -1.717
C4 -1.430 -0.273 -2.069
C5 1.243 -0.153 -0.619
C6 0.860 1.872 1.660
C7 1.139 -1.131 2.196
C8 -1.397 0.182 1.101
N1 0.176 -1.936 -1.267
Si1 0.492 0.141 1.024
H1 -0.308 1.063 -3.403
H2 1.725 1.187 -2.075
H3 -1.484 -2.558 -2.110
H4 -1.916 0.138 -1.134
H5 -2.111 -0.182 -2.937
H6 2.169 -0.713 -0.701
H7 0.510 1.783 2.724
H8 1.876 2.288 1.638
H9 0.198 2.639 1.188
H10 0.923 -0.916 3.204
H11 0.744 -2.121 2.005
H12 2.158 -1.140 2.204
H13 -1.773 0.878 0.314
H14 -1.763 -0.958 0.920
H15 -1.747 0.480 2.057

Atoms 1-6, force components in eV/Å:
-1.0 -0.1 -0.5
0.7 3.1 -1.9
1.1 -1.1 -1.0
-0.3 1.6 0.4
-1.7 -4.7 0.1
-0.4 0.7 0.5



Entry from the OMol25 dataset: C8H15O2P as an isolated structure (ωB97M-V with the def2-TZVPD basis set).

Output
Highest occupied orbital energy ... -8.95 eV
F_max ... 0.07033 hartree/bohr
Charge ... 0
Electronic energy ... -805.56529 a.u.
Kohn-Sham gap ... 9.5 eV

CARTESIAN COORDINATES (ANGSTROEM)
C1 -1.561 1.876 3.786
C2 -0.752 -1.465 1.133
C3 -2.138 -1.225 0.682
C4 -0.391 -2.289 -0.148
C5 1.529 1.622 0.152
C6 2.321 -0.071 -1.449
C7 0.852 1.894 -2.080
C8 1.693 1.192 -1.115
O1 -2.200 1.871 2.849
O2 -0.879 1.825 4.721
P1 -1.433 -1.090 -1.129
H1 -0.101 -0.556 1.228
H2 -0.628 -1.889 2.180
H3 -2.810 -2.058 0.689
H4 -2.816 -0.414 1.070
H5 0.548 -2.302 -0.601
H6 -0.802 -3.315 0.124
H7 1.038 2.600 0.345
H8 1.849 0.983 0.872
H9 -2.341 -2.054 -1.611
H10 1.395 -0.783 -1.720
H11 2.798 -0.591 -0.629
H12 3.055 0.090 -2.310
H13 0.209 2.567 -1.457
H14 1.292 2.477 -2.908
H15 0.272 1.106 -2.673

Atoms 1-6, force components in eV/Å:
1.7 -0.4 1.9
2.3 0.1 1.9
-2.1 2.7 -1.0
-1.5 -0.8 1.5
-0.4 1.4 -2.7
-0.8 -2.1 -2.0



Entry from the OMol25 dataset: C8H16Ag2BBr8F4 as an isolated structure (ωB97M-V with the def2-TZVPD basis set).

Output
Highest occupied orbital energy ... -12.21 eV
F_max ... 0.08264 hartree/bohr
Charge ... +1
Electronic energy ... -21624.68572 a.u.
Kohn-Sham gap ... 6.9 eV

CARTESIAN COORDINATES (ANGSTROEM)
Ag1 -0.532 -0.867 -3.171
Ag2 -2.897 0.204 -0.671
B1 -0.020 -0.114 -0.474
F1 0.590 0.395 -1.577
F2 -0.998 -1.022 -0.901
F3 0.983 -0.716 0.319
F4 -0.517 0.905 0.237
Br1 5.922 -1.132 -1.506
C1 3.937 -0.981 -1.697
C2 3.520 -1.486 -3.133
Br2 3.234 -3.363 -3.091
H1 3.769 0.095 -1.689
H2 3.424 -1.565 -0.934
H3 4.239 -1.227 -3.910
H4 2.667 -0.833 -3.315
Br3 -0.172 -3.724 -2.761
C3 0.717 -3.786 -0.968
C4 0.189 -4.796 -0.017
Br4 -1.566 -4.166 0.554
H5 0.738 -2.798 -0.508
H6 1.776 -4.043 -0.997
H7 0.769 -4.626 0.890
H8 0.158 -5.820 -0.390
Br5 -4.669 2.027 0.461
C5 -3.954 3.701 -0.073
C6 -2.388 3.823 -0.182
Br6 -1.775 5.791 -0.210
H9 -4.180 4.427 0.708
H10 -4.450 3.964 -1.008
H11 -1.864 3.250 -0.947
H12 -1.997 3.455 0.767
Br7 -2.357 0.854 2.743
C7 -0.576 1.088 3.610
C8 -0.188 2.573 3.902
Br8 -1.657 3.478 4.939
H13 0.019 0.474 2.934
H14 -0.619 0.521 4.540
H15 0.052 3.172 3.023
H16 0.675 2.865 4.501

Atoms 1-6, force components in eV/Å:
0.4 -0.8 -0.8
-0.6 0.6 0.9
3.3 -0.3 2.7
0.7 0.6 -2.5
-1.1 -0.9 0.1
-0.8 -0.6 -0.5



Entry from the OMol25 dataset: C8H16AlBr8NO3 as an isolated structure (ωB97M-V with the def2-TZVPD basis set).

Output
Highest occupied orbital energy ... -14.84 eV
F_max ... 0.03042 hartree/bohr
Charge ... +2
Electronic energy ... -21428.49620 a.u.
Kohn-Sham gap ... 2.1 eV

CARTESIAN COORDINATES (ANGSTROEM)
Al1 2.999 0.259 -3.840
N1 0.922 0.026 -1.246
O1 0.497 0.024 -2.431
O2 0.172 -0.006 -0.278
O3 2.172 0.117 -1.087
Br1 -0.837 -5.300 -2.335
C1 -0.568 -4.428 -0.648
C2 -0.048 -3.054 -0.869
Br2 1.687 -3.166 -1.771
H1 0.143 -5.038 -0.095
H2 -1.473 -4.402 -0.042
H3 0.101 -2.508 0.055
H4 -0.669 -2.493 -1.563
Br3 -1.184 1.297 4.514
C3 -0.823 2.702 3.244
C4 -1.329 2.255 1.879
Br4 -1.299 3.839 0.775
H5 0.262 2.618 3.224
H6 -1.243 3.633 3.585
H7 -2.366 1.955 1.984
H8 -0.721 1.506 1.400
Br5 2.814 -2.462 1.212
C5 3.677 -0.761 1.583
C6 2.652 0.098 2.315
Br6 3.392 1.886 2.356
H9 3.877 -0.320 0.618
H10 4.559 -0.918 2.192
H11 2.502 -0.237 3.336
H12 1.710 0.171 1.786
Br7 -2.405 3.095 -4.171
C7 -2.237 2.201 -2.481
C8 -3.143 0.988 -2.494
Br8 -3.260 0.090 -0.772
H13 -2.520 2.934 -1.721
H14 -1.206 1.924 -2.299
H15 -2.648 0.252 -3.123
H16 -4.158 1.222 -2.792

Atoms 1-6, force components in eV/Å:
-0.5 0.0 0.6
0.7 0.8 -0.9
0.1 -0.2 0.5
0.1 -0.2 -0.2
-0.3 -0.2 0.0
0.0 0.0 -0.1



Entry from the OMol25 dataset: C8H16BF2RhS4 as an isolated structure (ωB97M-V with the def2-TZVPD basis set).

Output
Highest occupied orbital energy (alpha / beta) ... -15.20 / -17.37 eV
Multiplicity ... 5
F_max ... 0.03792 hartree/bohr
Charge ... +2
Electronic energy ... -2241.74157 a.u.
Kohn-Sham gap (alpha / beta) ... 9.1 / 7.6 eV

CARTESIAN COORDINATES (ANGSTROEM)
Rh1 -0.035 -0.063 -0.128
C1 -2.225 1.227 2.063
C2 -2.319 2.402 1.098
S1 -1.585 1.982 -0.537
C3 -0.317 3.264 -0.852
C4 0.985 3.075 -0.092
S2 1.837 1.495 -0.527
C5 2.793 1.234 1.028
C6 3.149 -0.220 1.291
S3 1.745 -1.393 1.259
C7 1.024 -1.389 2.950
C8 -0.433 -0.950 2.911
S4 -0.469 0.762 2.268
H1 -2.774 0.359 1.693
H2 -2.612 1.510 3.045
H3 -1.848 3.299 1.496
H4 -3.371 2.612 0.899
H5 -0.752 4.237 -0.620
H6 -0.151 3.214 -1.931
H7 0.820 3.098 0.986
H8 1.675 3.877 -0.363
H9 2.222 1.655 1.855
H10 3.715 1.806 0.909
H11 3.643 -0.306 2.258
H12 3.826 -0.602 0.528
H13 1.622 -0.764 3.610
H14 1.080 -2.423 3.294
H15 -0.877 -0.963 3.908
H16 -1.017 -1.587 2.240
F1 -0.592 -2.936 -1.264
B1 -1.001 -1.688 -1.325
F2 -2.057 -1.485 -2.080

Atoms 1-6, force components in eV/Å:
0.3 0.5 0.5
0.1 -0.2 0.2
0.1 -0.2 -0.2
0.3 0.1 0.2
0.0 -0.3 -0.1
0.1 0.0 -0.1



Entry from the OMol25 dataset: one molecule with the formula C8H16BNO2 (ωB97M-V with the def2-TZVPD basis set).

Output
Highest occupied orbital energy ... -8.53 eV
F_max ... 0.12471 hartree/bohr
Charge ... 0
Electronic energy ... -544.52890 a.u.
Kohn-Sham gap ... 9.3 eV

CARTESIAN COORDINATES (ANGSTROEM)
B1 -1.613 -0.085 -0.189
C1 1.818 1.119 -1.285
C2 1.881 0.578 0.125
C3 0.310 1.096 -1.742
C4 0.699 -0.393 -0.032
C5 0.079 -0.926 1.256
C6 0.530 -0.395 2.620
C7 0.463 -2.448 1.463
C8 -3.295 1.087 -1.723
N1 -0.344 0.168 -0.820
O1 -1.325 -0.845 1.004
O2 -2.867 0.344 -0.591
H1 2.148 2.033 -1.488
H2 2.320 0.511 -1.967
H3 2.808 0.155 0.266
H4 1.824 1.491 0.816
H5 -0.116 2.197 -1.807
H6 0.094 0.696 -2.700
H7 1.152 -1.391 -0.424
H8 -0.009 -0.820 3.400
H9 0.298 0.778 2.765
H10 1.569 -0.394 2.745
H11 -0.277 -2.874 1.951
H12 1.453 -2.526 1.807
H13 0.426 -3.082 0.449
H14 -4.381 1.307 -1.870
H15 -2.910 0.591 -2.529
H16 -2.733 2.029 -1.502

Atoms 1-6, force components in eV/Å:
0.5 0.3 0.2
-2.9 -2.1 -0.6
-2.4 2.8 -0.9
-1.0 1.9 0.6
2.1 -2.5 2.2
0.2 -2.3 0.5



Entry from the OMol25 dataset: a 4-piece molecular cluster, C8H16Br8 overall (ωB97M-V with the def2-TZVPD basis set).

Output
Highest occupied orbital energy ... -10.06 eV
F_max ... 0.04494 hartree/bohr
Charge ... 0
Electronic energy ... -20906.50070 a.u.
Kohn-Sham gap ... 10.3 eV

CARTESIAN COORDINATES (ANGSTROEM)
Br1 -11.944 19.660 -2.482
C1 -13.728 20.235 -2.030
C2 -14.637 19.007 -2.122
Br2 -16.513 19.742 -2.177
H1 -14.057 20.956 -2.779
H2 -13.641 20.696 -1.046
H3 -14.437 18.320 -1.299
H4 -14.387 18.622 -3.110
Br3 -2.601 15.399 11.985
C3 -4.190 15.754 10.774
C4 -4.519 17.208 10.496
Br4 -4.708 18.233 12.139
H5 -5.051 15.223 11.180
H6 -4.119 15.224 9.824
H7 -5.492 17.279 10.010
H8 -3.694 17.605 9.905
Br5 -8.149 16.716 4.454
C5 -8.607 16.109 2.664
C6 -8.667 17.350 1.635
Br6 -6.897 18.150 1.301
H9 -9.467 15.441 2.722
H10 -7.734 15.535 2.353
H11 -9.376 18.134 1.904
H12 -8.898 16.936 0.653
Br7 -11.308 16.120 -9.208
C7 -11.849 15.644 -7.403
C8 -10.522 15.287 -6.678
Br8 -11.148 14.982 -4.833
H13 -12.485 14.760 -7.384
H14 -12.281 16.508 -6.897
H15 -9.797 16.100 -6.666
H16 -10.043 14.398 -7.088

Atoms 1-6, force components in eV/Å:
0.5 -0.1 -0.1
-0.5 0.0 0.1
0.3 1.5 -0.3
1.0 -0.8 0.2
0.3 0.0 0.2
-0.3 -0.1 -0.2



Entry from the OMol25 dataset: a 4-piece molecular cluster, C8H16Br8 overall (ωB97M-V with the def2-TZVPD basis set).

Output
Highest occupied orbital energy (alpha / beta) ... -12.25 / -12.25 eV
Multiplicity ... 2
F_max ... 0.05184 hartree/bohr
Charge ... +1
Electronic energy ... -20906.15813 a.u.
Kohn-Sham gap (alpha / beta) ... 8.7 / 2.6 eV

CARTESIAN COORDINATES (ANGSTROEM)
Br1 -2.447 1.081 0.044
C1 -0.932 2.065 0.868
C2 0.004 1.050 1.547
Br2 1.500 1.977 2.503
H1 -1.315 2.769 1.607
H2 -0.427 2.661 0.108
H3 0.432 0.345 0.835
H4 -0.405 0.480 2.382
Br3 -3.602 4.366 -2.736
C3 -1.663 4.134 -3.021
C4 -1.457 3.518 -4.367
Br4 0.479 3.647 -4.662
H5 -1.106 3.545 -2.292
H6 -1.258 5.128 -2.832
H7 -1.894 4.087 -5.188
H8 -1.761 2.476 -4.457
Br5 -3.624 -2.364 -1.192
C5 -2.262 -3.473 -0.209
C6 -1.387 -2.495 0.584
Br6 -0.018 -3.581 1.558
H9 -1.788 -4.029 -1.018
H10 -2.892 -4.123 0.399
H11 -2.057 -2.052 1.321
H12 -0.879 -1.690 0.053
Br7 3.179 -0.721 0.842
C7 4.294 -2.124 1.669
C8 3.433 -2.781 2.809
Br8 4.512 -4.046 3.854
H13 5.158 -1.656 2.139
H14 4.572 -2.911 0.968
H15 2.551 -3.254 2.379
H16 3.060 -2.029 3.505

Atoms 1-6, force components in eV/Å:
1.0 0.5 0.5
0.1 -0.2 0.5
-0.5 0.1 0.0
0.2 -0.7 -0.8
-0.3 -0.2 -0.1
0.0 -0.4 -0.1



Entry from the OMol25 dataset: a 4-piece molecular cluster, C8H16Br8 overall (ωB97M-V with the def2-TZVPD basis set).

Output
Highest occupied orbital energy (alpha / beta) ... -12.22 / -12.22 eV
Multiplicity ... 2
F_max ... 0.04762 hartree/bohr
Charge ... +1
Electronic energy ... -20906.14288 a.u.
Kohn-Sham gap (alpha / beta) ... 8.4 / 2.3 eV

CARTESIAN COORDINATES (ANGSTROEM)
Br1 -8.521 0.828 -11.484
C1 -6.901 1.584 -12.376
C2 -6.638 0.918 -13.673
Br2 -6.502 -1.074 -13.414
H1 -6.073 1.465 -11.677
H2 -7.025 2.663 -12.472
H3 -5.706 1.249 -14.130
H4 -7.460 1.072 -14.373
Br3 -6.308 -3.235 -17.310
C3 -5.979 -1.254 -17.279
C4 -5.577 -0.934 -18.754
Br4 -5.580 1.027 -18.845
H5 -5.141 -1.071 -16.606
H6 -6.955 -0.872 -16.979
H7 -6.217 -1.334 -19.540
H8 -4.576 -1.204 -19.090
Br5 0.269 -6.360 -10.601
C5 -1.251 -7.657 -10.740
C6 -2.346 -7.219 -11.772
Br6 -3.464 -8.858 -12.122
H9 -1.717 -7.817 -9.767
H10 -0.936 -8.677 -10.957
H11 -1.962 -6.761 -12.684
H12 -3.105 -6.499 -11.466
Br7 -6.948 -6.346 -14.900
C7 -5.446 -5.935 -13.785
C8 -5.253 -4.442 -13.827
Br8 -3.404 -3.853 -13.215
H13 -4.658 -6.516 -14.264
H14 -5.579 -6.294 -12.764
H15 -5.990 -3.998 -13.157
H16 -5.408 -3.999 -14.811

Atoms 1-6, force components in eV/Å:
1.0 0.1 -0.8
0.2 0.0 1.2
-0.5 -0.3 -0.5
-0.2 0.9 0.2
-0.2 -0.3 0.1
-0.4 -0.1 -0.3



Entry from the OMol25 dataset: C8H16BrNNbO3 as an isolated structure (ωB97M-V with the def2-TZVPD basis set).

Output
Highest occupied orbital energy ... -5.41 eV
F_max ... 0.11893 hartree/bohr
Charge ... -1
Electronic energy ... -3225.81219 a.u.
Kohn-Sham gap ... 7.3 eV

CARTESIAN COORDINATES (ANGSTROEM)
C1 2.854 -0.443 1.025
C2 2.891 0.469 -0.223
O1 3.327 0.063 -1.243
O2 2.361 1.723 -0.035
C3 1.367 2.054 -1.028
C4 0.048 1.250 -0.886
C5 -0.813 1.745 0.325
C6 -0.955 0.717 1.496
C7 -2.130 -0.309 1.322
Nb1 -1.690 -2.146 0.114
Br1 -1.132 -4.221 -1.457
O3 -2.038 -1.062 -1.663
C8 -1.180 -1.420 -2.639
N1 -0.389 -1.275 -3.437
H1 3.107 0.160 1.917
H2 1.809 -0.806 1.115
H3 3.500 -1.324 0.896
H4 1.824 1.864 -2.023
H5 1.149 3.141 -0.990
H6 0.297 0.173 -0.859
H7 -0.563 1.398 -1.801
H8 -1.817 2.113 0.023
H9 -0.298 2.632 0.764
H10 -1.196 1.327 2.402
H11 0.012 0.234 1.735
H12 -2.384 -0.675 2.348
H13 -3.051 0.194 0.954
H14 -3.476 -2.625 0.126
H15 -1.533 -3.194 1.599
H16 0.098 -1.756 0.124

Atoms 1-6, force components in eV/Å:
-0.4 1.0 -0.1
-0.1 -0.9 2.0
0.3 0.1 -1.6
-0.7 -0.4 0.3
-0.3 0.1 -1.5
-0.2 0.7 0.0



Entry from the OMol25 dataset: a 8-piece molecular cluster, C8H16Cl16 overall (ωB97M-V with the def2-TZVPD basis set).

Output
Highest occupied orbital energy (alpha / beta) ... -13.07 / -13.05 eV
Multiplicity ... 2
F_max ... 0.03652 hartree/bohr
Charge ... +1
Electronic energy ... -7677.06477 a.u.
Kohn-Sham gap (alpha / beta) ... 10.4 / 2.8 eV

CARTESIAN COORDINATES (ANGSTROEM)
C1 -0.636 1.189 -4.279
Cl1 -1.486 -0.038 -5.200
Cl2 0.573 0.505 -3.119
H1 -0.064 1.813 -4.966
H2 -1.350 1.806 -3.733
C2 0.595 0.080 0.439
Cl3 -0.566 -0.389 1.704
Cl4 1.727 1.266 1.200
H3 1.088 -0.842 0.131
H4 0.083 0.507 -0.423
C3 0.468 -4.685 -0.912
Cl5 0.017 -2.989 -0.900
Cl6 -0.198 -5.777 -2.147
H5 1.551 -4.782 -0.983
H6 0.141 -5.139 0.024
C4 0.918 -3.265 3.301
Cl7 -0.343 -4.264 2.534
Cl8 2.248 -4.310 3.852
H7 1.261 -2.453 2.661
H8 0.547 -2.656 4.125
C5 3.543 4.166 -0.069
Cl9 5.004 4.759 -0.892
Cl10 2.224 3.917 -1.288
H9 3.757 3.249 0.480
H10 3.225 5.016 0.535
C6 -3.472 2.795 -1.064
Cl11 -1.692 2.505 -1.215
Cl12 -4.082 3.910 -2.311
H11 -3.939 1.826 -1.244
H12 -3.821 3.169 -0.102
C7 -2.802 -1.475 -2.367
Cl13 -2.482 -0.692 -0.799
Cl14 -3.953 -2.789 -2.438
H13 -3.124 -0.688 -3.049
H14 -1.852 -1.905 -2.684
C8 1.546 1.299 5.059
Cl15 0.695 2.885 4.920
Cl16 0.361 0.010 5.352
H15 1.954 1.134 4.062
H16 2.337 1.333 5.808

Atoms 1-6, force components in eV/Å:
0.6 0.4 0.1
0.0 -0.1 0.0
-0.6 0.1 -0.3
-0.1 -0.2 0.1
0.2 -0.3 0.0
0.6 0.2 0.1



Entry from the OMol25 dataset: C8H16Cl2IrN2O as an isolated structure (ωB97M-V with the def2-TZVPD basis set).

Output
Highest occupied orbital energy (alpha / beta) ... -0.91 / -4.15 eV
Multiplicity ... 5
F_max ... 0.12520 hartree/bohr
Charge ... -1
Electronic energy ... -1523.78062 a.u.
Kohn-Sham gap (alpha / beta) ... 3.8 / 7.0 eV

CARTESIAN COORDINATES (ANGSTROEM)
Ir1 -0.820 -0.329 -0.058
Cl1 -1.390 0.742 1.864
Cl2 -0.629 -1.507 -2.162
C1 -1.417 1.014 -1.239
H1 -1.552 0.757 -2.291
H2 -1.885 1.932 -0.890
C2 1.152 0.051 -0.385
C3 0.344 1.132 -0.898
H3 1.423 -0.713 -1.124
C4 0.381 2.505 -0.214
H4 0.634 1.174 -1.962
C5 1.743 2.867 0.354
H5 0.059 3.248 -0.947
H6 -0.347 2.528 0.608
C6 2.371 1.688 1.116
H7 2.398 3.214 -0.455
H8 1.628 3.727 1.021
C7 2.486 0.499 0.187
H9 3.372 1.964 1.463
H10 1.728 1.446 1.971
H11 3.004 0.832 -0.726
H12 3.104 -0.309 0.594
N1 -1.601 -3.642 -0.447
C8 -2.144 -3.060 0.623
N2 -2.880 -3.878 1.419
O1 -2.016 -1.834 0.933
H13 -1.802 -4.614 -0.646
H14 -1.123 -3.078 -1.158
H15 -3.299 -3.500 2.255
H16 -2.923 -4.859 1.195

Atoms 1-6, force components in eV/Å:
-0.7 -5.3 3.7
-0.8 1.3 2.8
0.1 -1.7 -2.4
-0.7 3.2 -2.7
-0.1 0.4 0.2
0.0 0.0 -0.1